80
Properties=species:S:1:pos:R:3:forces:R:3:lowdin_charge:R:1 method="wB97M-V/def2-TZVPD" e_lumo_ha="-0.29655 / -0.29703" charge=+2 e_tot_ha=-2326.2305 fmax_ha_per_bohr=0.0885 orbital_gap_ev="4.633 / 4.611" e_homo_ev="-12.7 / -12.7"
Hf 0.794 -1.601 0.433 1.8566 -2.7069 -0.8558 1.626
P -1.754 0.251 -1.014 0.0929 -0.7893 -2.3137 0.939
P -1.734 1.354 1.324 -2.7092 1.1884 0.9383 0.942
N 3.204 -5.313 0.563 -1.3707 4.2181 0.9640 0.144
N 2.018 -3.215 0.967 0.3137 0.7905 0.1617 -0.049
N 5.096 -6.944 0.507 -2.9953 3.2004 0.2109 0.169
C -3.632 4.491 3.166 -0.4095 -0.1156 -0.0307 -0.058
C 5.137 -1.431 1.245 -0.5381 -1.1360 0.3828 -0.114
C -4.314 3.839 4.195 0.0793 -0.0080 -0.0383 -0.055
C 1.644 0.479 4.239 0.0271 -0.5886 -0.0468 -0.032
C -1.114 -2.335 -4.119 -0.1764 0.2035 -0.0616 -0.051
C -4.468 2.450 4.170 -0.0541 0.3402 -0.2266 -0.058
C -1.105 1.942 -1.123 -0.0804 0.5169 1.4424 -0.277
C 2.800 -4.132 0.847 -0.1995 -4.1831 -1.1038 -0.244
C 5.606 -2.253 0.092 0.0808 -0.6902 -0.0479 -0.141
C 5.025 -2.045 -1.327 1.3607 -0.8237 -0.9421 -0.165
C -1.583 -1.746 -2.955 0.4488 -0.0022 0.1468 -0.156
C 3.425 0.436 -0.908 0.3177 0.3555 -0.3686 -0.188
C -3.827 1.717 3.180 0.5903 -0.3401 -0.1457 -0.098
C -3.541 0.677 -1.659 -0.4223 -0.2143 0.4321 -0.263
C -0.302 1.784 3.687 -0.1830 -0.5781 -0.0722 -0.024
C -4.437 1.382 -0.846 0.3964 0.2689 0.4724 -0.099
C 0.452 -0.048 2.206 -1.7473 2.2411 -1.0856 -0.234
C -0.262 -1.614 -4.963 0.2327 -0.2744 0.0331 -0.053
C 4.720 -0.192 1.235 -1.3548 1.1433 -0.8447 -0.119
C 0.751 1.491 4.548 -0.2881 0.2579 -0.3610 0.004
C 3.584 -1.990 -1.508 -2.8929 1.1910 1.2040 -0.029
C 4.662 0.660 -0.004 1.5062 1.1392 0.3254 -0.179
C 2.749 -0.937 -1.090 1.1199 -0.3743 -1.3116 -0.238
C -3.942 0.475 -2.992 0.7344 -0.3674 -0.2382 -0.074
C -0.477 1.005 2.561 1.2344 -0.1130 -0.3097 -0.342
C -2.960 2.338 2.263 -0.2681 0.5976 0.1710 -0.405
C 0.214 -0.372 -4.562 0.1952 0.4633 -0.0795 -0.062
C -0.200 0.202 -3.356 0.0556 -0.7700 -0.3344 -0.117
C -3.007 3.737 2.180 0.5034 -0.0080 0.0878 -0.096
C -5.836 1.922 -2.723 0.0459 -0.1257 -0.0229 -0.058
C -5.541 2.060 -1.373 0.4534 -0.4513 -0.0553 -0.051
C 4.247 -6.106 0.563 3.3311 -3.1003 -0.1014 -0.320
C 1.538 -0.313 3.080 0.4766 -0.3451 -0.2748 -0.087
C -0.941 -2.700 -0.011 -0.8432 -1.7241 -0.1168 -0.307
C -1.110 -0.483 -2.556 -0.3810 0.1089 -0.2223 -0.449
C -5.075 1.085 -3.534 0.2703 -0.0313 0.5310 -0.048
C -1.053 2.517 0.104 0.1559 -0.3999 -0.6501 -0.260
H 2.699 1.202 -0.642 -0.3086 -0.0028 -0.1247 0.097
H -5.341 0.912 -4.578 0.1179 0.0638 0.3761 0.122
H -1.437 -3.343 -4.360 0.0045 0.1788 -0.1931 0.120
H -6.681 2.439 -3.140 -0.2259 0.1422 -0.0940 0.112
H 2.454 0.296 4.934 0.0127 -0.2468 -0.1012 0.129
H -1.830 -2.518 0.647 0.8172 -0.0800 -0.0624 0.051
H -1.390 -2.803 -1.010 0.5822 0.2426 0.4956 -0.023
H -2.280 -2.295 -2.311 -0.0044 0.3789 -0.6172 0.105
H -4.750 4.419 5.001 -0.0506 -0.0680 -0.1190 0.116
H -2.529 4.233 1.342 0.1114 0.1046 0.2780 0.093
H -3.970 0.643 3.098 0.1168 -0.0108 0.3042 0.110
H 3.783 0.647 -1.930 -0.3919 0.4023 0.2670 0.129
H 5.632 0.576 -0.574 -1.1092 -0.1140 0.4072 0.130
H -3.355 -0.173 -3.638 -0.0446 0.2317 0.0187 0.096
H -6.149 2.691 -0.731 0.0510 -0.2244 -0.0690 0.117
H 4.138 0.236 2.045 0.4790 -0.1818 0.4654 0.092
H 5.565 -1.266 -1.880 -0.4651 0.4067 0.2949 0.141
H -0.556 -3.748 0.163 -0.3954 0.5995 0.3050 0.034
H 5.344 -2.946 -1.866 0.0598 0.0805 0.0963 0.131
H 2.260 -1.156 2.968 -0.5100 0.8199 -0.1994 0.106
H 0.176 1.167 -3.048 0.1305 -0.0300 -0.2436 0.082
H -1.001 2.595 3.857 0.1118 -0.0395 0.2309 0.120
H 4.905 -2.034 2.124 0.4811 0.2127 0.1364 0.111
H 3.098 -2.865 -1.950 0.1168 0.1773 0.0187 0.132
H 6.694 -2.294 -0.044 -0.1567 0.1898 0.2341 0.141
H -4.248 1.429 0.224 -0.0600 0.2414 -0.1747 0.067
H 1.796 -0.808 -1.703 0.5254 -0.4489 0.2717 0.089
H -5.099 1.958 4.908 0.1672 0.0637 -0.1901 0.118
H -0.905 2.395 -2.091 -0.0747 0.2586 0.3782 0.089
H 0.901 0.203 -5.187 -0.2189 -0.3184 0.0430 0.118
H -0.784 3.541 0.361 0.1795 -0.2006 -0.3458 0.084
H 0.053 -2.044 -5.916 -0.0686 0.1479 0.3398 0.121
H 5.326 -3.278 0.352 0.2440 -0.0324 0.0038 0.091
H 4.671 1.746 0.341 -0.1849 -1.2587 -0.6194 0.136
H -3.615 5.582 3.117 0.0106 -0.3770 0.0335 0.120
H 0.122 0.042 0.953 0.6624 0.8203 2.7922 0.013
H 0.850 2.099 5.435 0.3222 -0.0931 0.1212 0.133